Entry 1:
{
  "formula": "C2H6N2O3S",
  "method": "ωB97M-V/def2-TZVPD",
  "smiles": "CS(C)(=O)=N[N+](=O)[O-]",
  "spin_multiplicity": 1,
  "total_charge": 0,
  "orbital_gap_ev": 10.4,
  "homo_energy_ev": -10.17,
  "symbols": ["C", "S", "C", "O", "N", "N", "O", "O", "H", "H", "H", "H", "H", "H"],
  "coordinates": [[1.497, 1.272, -0.370], [0.025, 0.498, 0.370], [0.551, -1.272, 0.348], [-0.085, 0.902, 1.759], [-1.250, 0.637, -0.738], [-2.271, -0.129, -0.448], [-3.264, -0.088, -1.182], [-2.205, -0.826, 0.538], [1.097, 2.077, -0.867], [2.364, 1.431, 0.251], [1.906, 0.386, -0.866], [-0.304, -1.878, 0.737], [0.692, -1.523, -0.626], [1.247, -1.487, 1.095]],
  "forces_ev_per_angstrom": [[-0.34, -3.16, 0.48], [-0.40, -2.17, 1.31], [-3.47, 0.78, 2.21], [-0.41, 0.31, -0.72], [4.06, 2.37, -0.25], [-2.45, -0.53, -0.43], [1.32, 0.24, 0.34], [-0.37, -1.22, 1.54], [-0.11, 1.81, -1.78], [-0.67, 0.71, 1.32], [-0.44, 0.64, -1.42], [0.30, 0.85, -0.62], [1.02, -0.89, -2.68], [1.96, 0.27, 0.68]]
}

=====

Entry 2:
{
  "formula": "C2H6N2O4",
  "method": "ωB97M-V/def2-TZVPD",
  "smiles": "COC(N)=O.O=NO",
  "spin_multiplicity": 1,
  "total_charge": 0,
  "orbital_gap_ev": 10.4,
  "homo_energy_ev": -10.18,
  "symbols": ["C", "O", "C", "N", "O", "H", "H", "H", "H", "H", "O", "N", "O", "H"],
  "coordinates": [[1.328, 0.909, -0.871], [0.510, -0.186, -1.042], [0.163, -1.033, -0.073], [0.739, -0.923, 1.215], [-0.592, -1.987, -0.249], [1.244, 1.587, -1.658], [2.429, 0.518, -0.469], [0.809, 1.534, -0.063], [1.302, -0.072, 1.419], [0.190, -1.319, 1.939], [-1.606, 1.679, 0.290], [-1.590, 0.489, 0.320], [-2.499, -0.134, -0.454], [-2.426, -1.062, -0.305]],
  "forces_ev_per_angstrom": [[1.68, -0.14, 5.21], [-0.93, -1.80, -1.20], [0.42, -2.03, 2.52], [1.44, 2.04, -2.40], [0.58, 1.24, -0.70], [0.59, 0.33, -1.96], [-2.61, 1.54, -1.48], [1.22, -0.62, -0.42], [-0.96, -1.14, 0.03], [-0.30, -0.25, 0.43], [-0.73, -1.21, -0.64], [0.08, 0.64, 0.97], [-1.38, 2.94, -0.72], [0.92, -1.53, 0.37]]
}

=====

Entry 3:
{
  "formula": "C2H6N2OPS",
  "method": "ωB97M-V/def2-TZVPD",
  "spin_multiplicity": 1,
  "total_charge": 1,
  "orbital_gap_ev": [7.1, 7.5],
  "homo_energy_ev": [-14.03, -14.16],
  "symbols": ["C", "C", "N", "N", "O", "P", "S", "H", "H", "H", "H", "H", "H"],
  "coordinates": [[-1.077, 0.010, -0.246], [2.028, -1.056, 0.669], [-0.659, 1.049, 0.448], [-2.342, -0.077, -0.489], [1.941, 1.150, -0.607], [2.899, 0.100, -0.458], [-0.329, -1.416, -0.707], [1.684, -0.627, 1.599], [2.314, -2.044, 0.678], [-1.165, 1.890, 0.189], [0.307, 1.175, 0.409], [-3.073, 0.672, -0.281], [-2.529, -0.827, -1.203]],
  "forces_ev_per_angstrom": [[-0.27, 0.00, 1.20], [-1.83, 1.42, -1.20], [-0.78, 0.57, -0.33], [-3.88, 0.11, -2.06], [-1.99, 3.03, -0.54], [2.04, -2.36, 0.09], [3.89, -0.69, 1.01], [-0.34, -0.09, 0.29], [0.39, -2.35, 0.18], [0.04, 0.13, 0.54], [2.00, 0.46, 0.10], [1.55, -1.51, -0.52], [-0.79, 1.27, 1.23]]
}

=====

Entry 4:
{
  "formula": "C2H6N2OS",
  "method": "ωB97M-V/def2-TZVPD",
  "smiles": "CSC(=O)NN",
  "spin_multiplicity": 1,
  "total_charge": 0,
  "orbital_gap_ev": 10.2,
  "homo_energy_ev": -9.53,
  "symbols": ["C", "S", "C", "O", "N", "N", "H", "H", "H", "H", "H", "H"],
  "coordinates": [[-2.331, -0.106, -0.020], [-0.651, -0.767, -0.093], [0.355, 0.721, -0.054], [0.022, 1.888, 0.049], [1.693, 0.393, -0.209], [2.305, -0.801, 0.088], [-2.193, 0.915, 0.367], [-2.822, -0.705, 0.761], [-2.900, 0.009, -0.933], [2.381, 1.178, -0.251], [2.061, -1.219, 0.949], [2.080, -1.506, -0.654]],
  "forces_ev_per_angstrom": [[0.47, 0.86, 1.38], [-0.11, 0.06, -0.38], [0.98, 0.73, 0.00], [-0.49, -1.18, -0.25], [0.68, 1.82, 0.26], [0.12, -1.77, -2.49], [-0.17, -0.24, 0.06], [-0.18, 0.28, -0.55], [0.21, -0.57, -0.33], [-1.39, -0.81, 0.20], [-0.53, -0.02, 1.27], [0.42, 0.84, 0.84]]
}

=====

Entry 5:
{
  "formula": "C2H6N2OS",
  "method": "ωB97M-V/def2-TZVPD",
  "spin_multiplicity": 1,
  "total_charge": 0,
  "orbital_gap_ev": [6.2, 8.7],
  "homo_energy_ev": [-8.93, -9.56],
  "symbols": ["C", "C", "N", "N", "O", "S", "H", "H", "H", "H", "H", "H"],
  "coordinates": [[-0.519, -1.568, 0.030], [-0.886, 0.684, 0.895], [1.797, 0.131, -1.057], [-0.943, -0.291, -0.155], [2.607, 2.401, -1.970], [1.547, 1.591, -1.380], [-0.696, -1.921, 1.091], [-0.786, -2.025, -0.890], [0.589, -1.650, -0.035], [-1.894, 0.527, 1.345], [-0.269, 0.492, 1.764], [-0.547, 1.629, 0.361]],
  "forces_ev_per_angstrom": [[1.85, -0.88, 1.61], [-0.26, -0.44, -0.71], [-0.03, 0.55, -0.16], [0.28, 2.75, -0.68], [-0.32, -0.33, 0.25], [0.37, -0.10, -0.25], [-0.47, -0.54, -1.24], [-0.91, -1.89, -0.08], [-0.14, 0.36, 0.23], [0.05, 1.47, -0.37], [0.91, -0.34, 0.06], [-1.33, -0.60, 1.35]]
}

=====

Entry 6:
{
  "formula": "C2H6N2OS",
  "method": "ωB97M-V/def2-TZVPD",
  "smiles": "NCC(=S)NO",
  "spin_multiplicity": 1,
  "total_charge": 0,
  "orbital_gap_ev": 8.9,
  "homo_energy_ev": -8.40,
  "symbols": ["N", "C", "C", "S", "N", "O", "H", "H", "H", "H", "H", "H"],
  "coordinates": [[-0.973, 0.956, -0.120], [-0.684, -0.212, 0.658], [0.382, -1.026, -0.107], [0.094, -2.554, -0.700], [1.478, -0.366, -0.393], [1.701, 0.896, 0.135], [-1.561, 1.663, 0.382], [-1.442, 0.712, -1.009], [-1.552, -0.872, 0.800], [-0.274, 0.048, 1.637], [2.019, -0.623, -1.216], [0.812, 1.379, -0.066]],
  "forces_ev_per_angstrom": [[-0.98, 1.85, -0.52], [0.22, -1.73, 0.37], [-1.39, -0.62, -0.05], [0.00, 0.41, 0.17], [0.59, 0.54, -0.22], [-1.16, 0.70, -0.59], [0.71, -1.08, -0.64], [0.34, 0.20, 0.79], [0.35, 0.13, 0.06], [-0.08, 0.19, -0.06], [0.13, 0.11, 0.49], [1.28, -0.70, 0.20]]
}

=====

Entry 7:
{
  "formula": "C2H6N2OS2",
  "method": "ωB97M-V/def2-TZVPD",
  "smiles": "CS/C(=N\\O)NS",
  "spin_multiplicity": 1,
  "total_charge": 0,
  "orbital_gap_ev": 8.7,
  "homo_energy_ev": -9.08,
  "symbols": ["C", "S", "C", "N", "O", "N", "S", "H", "H", "H", "H", "H", "H"],
  "coordinates": [[1.114, -0.327, -1.324], [-0.511, -0.908, -0.886], [-1.078, -0.089, 0.513], [-1.112, 1.321, 0.604], [-1.327, 2.131, -0.548], [-0.880, -0.714, 1.708], [0.928, -0.904, 1.873], [1.797, -0.333, -0.534], [1.387, -0.332, -2.478], [1.079, 0.773, -1.146], [-1.390, 1.656, -1.539], [-1.147, 0.019, 2.303], [1.140, -2.293, 1.453]],
  "forces_ev_per_angstrom": [[-0.46, 3.99, -2.16], [-1.24, -2.11, -2.22], [1.75, 6.83, -1.58], [-1.10, -3.94, -1.87], [0.12, -2.19, -1.83], [1.54, -1.54, -0.15], [-0.49, -1.99, 0.12], [1.83, -2.04, 0.72], [-0.51, -0.82, 2.74], [-0.68, 0.08, -0.82], [0.38, 0.72, 3.98], [-0.34, 0.83, 2.30], [-0.81, 2.19, 0.77]]
}

=====

Entry 8:
{
  "formula": "C2H6N2OS2",
  "method": "ωB97M-V/def2-TZVPD",
  "smiles": "CONC(=S)NS",
  "spin_multiplicity": 1,
  "total_charge": 0,
  "orbital_gap_ev": 9.1,
  "homo_energy_ev": -8.48,
  "symbols": ["C", "O", "N", "C", "S", "N", "S", "H", "H", "H", "H", "H", "H"],
  "coordinates": [[-1.526, 1.103, -0.733], [-0.564, 0.245, -1.364], [-0.411, -0.930, -0.669], [0.404, -0.961, 0.442], [0.294, -2.192, 1.535], [1.294, 0.065, 0.462], [2.472, 0.325, 1.658], [-2.513, 0.623, -0.709], [-1.560, 1.977, -1.324], [-1.211, 1.326, 0.304], [-1.241, -1.508, -0.635], [1.313, 0.645, -0.358], [3.249, -0.718, 1.391]],
  "forces_ev_per_angstrom": [[0.10, -1.07, 1.14], [-0.08, 0.46, -0.26], [0.06, -0.47, 0.40], [-0.15, 0.01, -0.10], [0.03, 0.09, -0.07], [0.13, -0.09, 0.26], [-0.50, 0.29, -0.05], [0.17, 0.06, -0.06], [-0.04, 0.98, -0.58], [-0.15, 0.01, -0.47], [0.08, -0.03, 0.05], [0.10, 0.13, -0.14], [0.26, -0.36, -0.13]]
}

=====

Entry 9:
{
  "formula": "C2H6N2P",
  "method": "ωB97M-V/def2-TZVPD",
  "smiles": "C1N=PC[NH2+]1",
  "spin_multiplicity": 1,
  "total_charge": 1,
  "orbital_gap_ev": 9.4,
  "homo_energy_ev": -14.68,
  "symbols": ["C", "N", "P", "C", "N", "H", "H", "H", "H", "H", "H"],
  "coordinates": [[0.114, -1.264, 0.004], [-1.315, -1.035, 0.041], [-2.004, 0.312, -0.308], [-0.400, 1.324, 0.137], [0.840, 0.115, -0.285], [0.406, -1.549, 1.008], [0.375, -1.997, -0.869], [-0.411, 1.249, 1.260], [-0.234, 2.405, -0.025], [1.659, 0.206, 0.354], [0.970, 0.234, -1.318]],
  "forces_ev_per_angstrom": [[-0.97, 0.57, -1.15], [0.59, -0.76, -1.49], [1.04, 0.33, 1.01], [0.80, -1.78, 1.01], [-2.58, 1.63, 0.52], [0.50, -0.45, -0.13], [-0.32, 1.26, 1.96], [0.11, -0.13, -0.94], [0.64, -0.83, -0.94], [-0.47, 0.21, -1.23], [0.65, -0.06, 1.38]]
}

=====

Entry 10:
{
  "formula": "C2H6N2P",
  "method": "ωB97M-V/def2-TZVPD",
  "smiles": "[H]/N=C/[NH+]=[PH]=C",
  "spin_multiplicity": 1,
  "total_charge": 1,
  "orbital_gap_ev": [8.1, 8.1],
  "homo_energy_ev": [-14.51, -14.51],
  "symbols": ["H", "N", "C", "N", "P", "C", "H", "H", "H", "H", "H"],
  "coordinates": [[1.503, 1.393, -0.811], [0.704, 0.853, -0.550], [0.242, -0.028, -1.288], [-0.561, -1.021, -0.843], [-0.787, -1.101, 0.905], [-0.434, 0.456, 1.542], [0.285, 0.188, -2.366], [-1.340, -1.461, -1.314], [0.033, -2.120, 0.937], [-0.205, 0.655, 2.617], [-0.797, 1.244, 0.865]],
  "forces_ev_per_angstrom": [[0.12, 0.51, -0.69], [1.24, 0.61, 2.94], [-1.12, 0.64, -2.97], [-1.37, -0.03, 2.47], [-1.77, 1.91, -1.79], [0.22, -0.72, -0.60], [0.30, -1.12, -0.01], [0.46, 0.36, -0.93], [2.02, -1.78, 1.67], [0.16, -0.07, -1.06], [-0.27, -0.30, 0.98]]
}